This record from the OMol25 dataset describes a cluster of 2 separate species, C6H10ClN in total in a non-equilibrium geometry. The level of theory is ωB97M-V/def2-TZVPD.

Results
Energy relative to the best compared isomer or geometry (same formula, charge and spin) ... 95.7 kcal/mol
Orbital gap ... 9.2 eV
Max |F| ... 0.1391 Eh/bohr
Highest occupied orbital energy ... -8.640 eV

```
18
Properties=species:S:1:pos:R:3:forces:R:3:nbo_charge:R:1
C 0.02713 0.82216 1.35106 -1.18 1.29 -3.05 -0.561
C -0.35493 0.67993 0.03704 0.26 0.54 3.69 0.108
C 0.55866 1.14408 -0.97629 -0.84 2.13 -2.74 -0.669
C -1.78841 0.28932 -0.17387 1.90 -1.68 -2.21 -0.650
H 0.73722 1.57709 1.65194 0.42 -0.34 0.21 0.224
H -0.61967 0.33022 1.99845 -0.98 -0.14 1.85 0.201
H -0.05426 1.81354 -1.76753 1.64 -0.93 1.71 0.206
H 0.86023 0.29363 -1.59097 0.42 0.46 0.05 0.239
H 1.42096 1.65969 -0.47349 -0.72 -0.36 -1.03 0.225
H -1.89800 -0.00288 -1.25891 -0.46 -0.13 1.25 0.207
H -2.33055 1.15176 0.01225 -1.40 1.65 0.15 0.225
H -2.06697 -0.45358 0.56307 -0.28 -0.39 -0.24 0.223
N 1.43276 -1.20432 1.65786 2.46 -6.63 -1.10 -0.557
C 1.26652 -1.78909 0.58214 -1.62 2.93 2.34 0.360
C 0.59915 -1.89206 -0.55757 -0.63 -1.38 -0.98 -0.425
Cl 1.47081 -1.90199 -2.03472 0.64 -0.17 -0.81 0.009
H 1.17687 -0.27890 1.75721 -0.62 2.89 -0.24 0.376
H -0.43752 -2.23860 -0.77766 0.99 0.25 1.14 0.259
```
Forces are in eV/Å.

***

This record from the OMol25 dataset describes the molecule C6H10ClN in a non-equilibrium geometry. The level of theory is ωB97M-V/def2-TZVPD.

Results
Energy relative to the best compared isomer or geometry (same formula, charge and spin) ... 70.4 kcal/mol
Orbital gap ... 8.4 eV
Max |F| ... 0.0995 Eh/bohr
Highest occupied orbital energy ... -7.434 eV

```
18
Properties=species:S:1:pos:R:3:forces:R:3:nbo_charge:R:1
C -1.29009 -1.03769 -0.22118 -1.04 -0.84 -0.93 -0.391
C 0.06578 -1.15266 -1.13302 -0.38 -0.47 2.31 -0.453
C 1.94272 0.51171 -0.12449 -1.97 2.47 -1.26 -0.449
C -1.30440 0.04252 0.88320 -0.34 -0.13 -1.65 -0.225
C 0.84798 0.15782 -1.08828 -0.13 -0.88 2.74 -0.169
C 0.82102 1.07662 0.76759 1.39 -0.94 -4.84 0.153
N -0.03487 0.30620 1.50964 0.32 1.31 2.90 -0.654
Cl 0.48954 2.80316 0.55059 -0.15 0.05 0.20 -0.076
H -2.19315 -0.68946 -0.82047 1.12 -0.89 0.25 0.203
H -1.52151 -2.09080 0.16928 0.30 1.51 -0.41 0.200
H 0.52993 -2.04137 -0.59172 0.32 1.41 -0.75 0.211
H -0.08089 -1.53045 -2.16847 -0.39 0.63 0.64 0.231
H 2.45647 -0.22497 0.35732 1.45 -2.19 0.97 0.219
H 2.57650 1.28056 -0.59127 -0.05 -0.23 0.75 0.231
H -1.63013 0.92575 0.34270 -0.04 0.59 0.08 0.174
H -2.08148 -0.14551 1.59894 -0.17 -0.46 0.55 0.209
H 0.57022 0.87956 -1.81047 -0.07 0.75 -0.48 0.204
H -0.16364 0.92901 2.37011 -0.16 -1.68 -1.07 0.383
```
Forces are in eV/Å.

***

This record from the OMol25 dataset describes a structure of composition C6H10CoO3 in a non-equilibrium geometry. The level of theory is ωB97M-V/def2-TZVPD.

Results
Orbital gap (spin up / spin down) ... 5.7 / 5.2 eV
Net charge ... +2
Max |F| ... 0.0930 Eh/bohr
Highest occupied orbital energy (spin up / spin down) ... -15.017 / -18.979 eV
<S²> ... 8.755
2S+1 ... 6

```
20
Properties=species:S:1:pos:R:3:forces:R:3:lowdin_spin:R:1
O 2.29564 -1.77643 0.71509 -0.01 1.11 0.74 0.032
Co 0.51283 -1.67322 3.43715 -1.29 -1.99 2.03 3.653
O 1.33428 -0.55038 2.27639 0.87 2.10 -0.82 0.262
C 1.98496 -0.62992 1.23234 0.07 -1.82 -1.59 0.044
O 2.29566 0.40117 0.49814 -0.19 1.26 -0.42 0.034
C 1.81033 1.71478 0.87616 0.44 -0.47 0.81 0.047
H 2.54069 2.39335 0.42204 -0.24 0.22 0.00 0.016
H 1.84388 1.80190 1.96757 0.01 0.15 -0.23 0.002
C 0.43530 1.93986 0.33366 3.76 -0.93 -2.80 0.419
C -0.61747 2.21726 1.10118 -3.58 1.22 2.51 0.444
H 0.33108 1.88079 -0.75351 -0.11 -0.20 0.15 0.012
H -1.59099 2.44231 0.66265 0.11 0.00 0.10 0.015
H -0.53555 2.24902 2.19006 -0.06 -0.05 -0.18 0.016
C 2.92907 -1.80101 -0.62070 0.28 -0.80 -1.08 0.002
C 4.41102 -1.51157 -0.59498 0.08 0.11 0.30 0.001
H 2.73498 -2.82917 -0.94119 0.04 0.23 0.16 0.000
H 2.37824 -1.13472 -1.29317 0.04 -0.08 0.33 0.000
H 4.93259 -2.18388 0.09798 -0.12 0.16 -0.20 0.000
H 4.81160 -1.68199 -1.60333 -0.14 0.03 0.26 0.000
H 4.61902 -0.47026 -0.32001 0.03 -0.25 -0.07 0.000
```
Forces are in eV/Å.

***

This record from the OMol25 dataset describes the molecule C6H10F2N2 in a non-equilibrium geometry. The level of theory is ωB97M-V/def2-TZVPD.

Results
Energy relative to the best compared isomer or geometry (same formula, charge and spin) ... 10.6 kcal/mol
Orbital gap ... 10.4 eV
Max |F| ... 0.0945 Eh/bohr
Highest occupied orbital energy ... -9.458 eV

```
20
Properties=species:S:1:pos:R:3:forces:R:3:nbo_charge:R:1
H 2.68842 -0.04624 -0.43838 -1.01 -0.50 -0.14 0.374
N 1.89194 -0.25135 0.18411 3.83 0.79 2.35 -0.623
C 0.74399 -0.25354 -0.20685 -2.16 -1.66 -4.02 0.287
C -0.44988 -0.46405 0.66152 0.77 0.83 -0.60 -0.367
C -0.39772 -1.71889 1.49346 -3.79 -0.21 -1.45 -0.572
C -0.40691 0.74381 1.58873 2.49 -2.19 0.73 0.171
N -1.22124 1.64478 1.67810 -3.22 2.16 0.17 -0.618
H -1.06953 2.28116 2.46827 0.36 -0.08 -0.57 0.350
C 0.42913 -0.21737 -1.75133 -0.79 0.93 0.91 0.632
C -0.18459 1.10879 -2.08089 0.67 0.24 -2.28 -0.679
F -0.49052 -1.18967 -2.07544 0.72 -0.33 0.02 -0.348
F 1.57234 -0.40531 -2.48049 -0.49 -0.23 0.31 -0.341
H -1.35180 -0.55175 0.08930 -0.37 0.71 -0.56 0.234
H 0.21778 -1.48529 2.25130 2.16 0.08 3.11 0.206
H -0.16225 -2.70061 1.05442 -0.13 0.72 -0.24 0.230
H -1.49207 -1.63745 1.79949 1.40 -1.22 0.55 0.213
H 0.49970 0.75775 2.22144 -0.09 -0.43 -0.13 0.152
H -0.10814 1.28126 -3.22590 -0.71 -0.29 1.92 0.236
H 0.43265 1.83881 -1.62686 0.87 0.99 0.31 0.221
H -1.14131 1.26516 -1.60400 -0.49 -0.32 -0.39 0.243
```
Forces are in eV/Å.

***

This record from the OMol25 dataset describes a structure of composition C6H10F6IN2O8PS3 in a non-equilibrium geometry. The level of theory is ωB97M-V/def2-TZVPD.

Results
Orbital gap ... 3.9 eV
Max |F| ... 0.0321 Eh/bohr
Highest occupied orbital energy ... -8.381 eV

```
37
Properties=species:S:1:pos:R:3:forces:R:3:nbo_charge:R:1
C -0.99551 -1.91704 2.02433 0.23 0.41 0.36 -0.402
N -0.49432 -0.80274 1.20265 -1.47 0.15 -0.60 -0.448
C -0.96218 -0.92648 -0.18411 0.32 0.42 0.32 -0.417
C -0.77794 0.42735 1.78619 1.38 0.25 0.88 0.691
O -0.11397 0.92158 2.67066 -0.91 -0.48 -0.40 -0.479
C -2.03003 1.26042 1.34952 0.52 -0.42 -0.27 -0.643
S -3.43349 0.67731 2.34124 0.12 0.33 0.53 0.256
I -4.61066 2.65214 3.04124 0.14 -0.19 -0.24 0.244
P -4.76217 -0.36950 0.96469 -0.56 -1.45 -0.16 2.260
O -4.40384 -1.76527 0.95891 0.78 -0.44 0.37 -1.012
O -6.16019 -0.09934 1.60116 0.01 1.00 -0.35 -0.947
O -4.71113 0.35212 -0.41301 -0.07 0.94 0.08 -0.977
H -0.88433 -2.83250 1.47232 0.18 -0.32 -0.19 0.231
H -2.05737 -1.80407 2.25628 -0.24 -0.09 0.00 0.161
H -0.44614 -1.97559 2.95150 0.23 -0.03 0.23 0.228
H -0.72035 -1.91312 -0.53522 0.01 -0.32 -0.15 0.251
H -2.03590 -0.74720 -0.29939 -0.35 -0.25 0.05 0.100
H -0.39800 -0.24546 -0.80485 -0.04 0.19 -0.17 0.265
H -2.25816 1.20557 0.29907 -0.22 0.06 -0.28 0.260
H -1.81811 2.27459 1.63201 -0.09 0.42 0.23 0.292
H -6.52203 0.74430 1.28365 -0.44 -0.03 0.24 0.526
H -4.00247 -0.00656 -0.96409 0.07 -0.09 -0.40 0.547
C 4.83126 2.06478 -3.10070 0.06 0.14 0.40 0.711
F 5.19129 2.45411 -4.31875 0.00 -0.03 -0.29 -0.314
F 5.93149 1.96567 -2.35363 0.08 -0.06 0.03 -0.316
F 4.06292 3.02238 -2.57046 -0.11 0.05 0.00 -0.323
S 3.93585 0.46182 -3.19309 0.23 0.26 -0.25 2.247
O 4.88482 -0.46232 -3.73335 0.18 -0.17 0.14 -0.925
O 2.77440 0.73412 -3.98855 -0.33 0.10 0.11 -0.941
N 3.66511 0.32478 -1.63211 -0.36 -0.56 -0.40 -1.224
S 2.86549 -0.93279 -1.12136 0.34 0.20 0.27 2.260
O 3.54209 -2.19139 -1.19471 0.13 -0.13 -0.06 -0.923
O 1.45800 -0.94588 -1.44136 0.06 0.10 -0.22 -0.991
C 2.88185 -0.48727 0.65662 0.06 0.50 0.01 0.711
F 2.26111 0.68545 0.86155 -0.07 0.10 -0.03 -0.331
F 4.10459 -0.38714 1.16833 0.04 -0.14 -0.06 -0.308
F 2.20803 -1.41685 1.32678 0.08 -0.43 0.29 -0.323
```
Forces are in eV/Å.

***

This record from the OMol25 dataset describes a cluster of 3 separate species, C6H10FINO4 in total in a non-equilibrium geometry. The level of theory is ωB97M-V/def2-TZVPD.

Results
Energy relative to the best compared isomer or geometry (same formula, charge and spin) ... 8.4 kcal/mol
Orbital gap ... 7.4 eV
Net charge ... -1
Max |F| ... 0.0211 Eh/bohr
Highest occupied orbital energy ... -4.356 eV

```
23
Properties=species:S:1:pos:R:3:forces:R:3:nbo_charge:R:1
I 2.67176 0.76453 -0.45562 -0.08 -0.07 0.04 -0.948
C -1.43638 -0.52323 -0.90998 0.53 0.13 0.44 -0.707
C -1.07557 -0.96530 -2.30541 -0.07 0.08 -0.12 0.674
O -1.77277 -1.75756 -2.92900 -0.10 -0.01 -0.09 -0.678
N -0.00207 -0.34435 -2.83657 -0.02 0.15 0.07 -0.628
C 0.30734 -0.35930 -4.24127 0.29 -0.03 -0.05 -0.416
H -1.53437 -1.35939 -0.21999 -0.27 -0.14 -0.22 0.227
H -2.37329 0.02782 -0.97782 -0.10 -0.12 0.08 0.225
H -0.68356 0.13775 -0.47249 -0.01 0.05 -0.18 0.232
H 0.63612 0.15286 -2.22464 -0.03 0.07 0.14 0.436
H 0.30441 0.66037 -4.63625 -0.08 -0.02 -0.02 0.185
H -0.43480 -0.95668 -4.76231 0.00 -0.05 0.00 0.223
H 1.30675 -0.76421 -4.41656 -0.06 -0.12 -0.03 0.194
C 0.76323 -0.06413 3.83129 0.04 -1.05 -0.26 -0.128
C 0.22551 -0.08028 2.39794 -0.06 0.41 0.59 0.417
O -0.19848 1.26080 2.23777 0.13 -0.10 -0.36 -0.482
C 0.33809 2.05077 3.18733 0.17 -0.17 0.19 0.983
O 0.24600 3.22976 3.23734 -0.08 0.12 0.00 -0.571
O 1.00206 1.29649 4.10905 -0.24 0.20 0.04 -0.492
F -0.89025 -0.87038 2.32564 0.06 -0.11 -0.02 -0.349
H 1.66805 -0.65417 3.96887 0.15 0.25 -0.18 0.202
H -0.00510 -0.51764 4.46791 -0.04 0.42 0.15 0.185
H 0.93732 -0.36454 1.62476 -0.11 0.11 -0.23 0.217
```
Forces are in eV/Å.

***

This record from the OMol25 dataset describes a cluster of 2 separate species, C6H10I2O in total in a non-equilibrium geometry. The level of theory is ωB97M-V/def2-TZVPD.

Results
Energy relative to the best compared isomer or geometry (same formula, charge and spin) ... 47.5 kcal/mol
Orbital gap (spin up / spin down) ... 7.8 / 6.5 eV
Max |F| ... 0.0848 Eh/bohr
Highest occupied orbital energy (spin up / spin down) ... -8.437 / -8.400 eV

```
19
Properties=species:S:1:pos:R:3:forces:R:3:nbo_charge:R:1
C 2.59473 1.88291 -0.78068 -0.01 0.67 -0.45 0.477
C -1.21546 -1.27838 0.90430 0.88 1.53 3.99 -0.582
C -1.58574 0.21667 -1.12245 -0.72 0.41 2.18 -0.588
C -0.09771 0.86802 0.92972 1.15 0.05 -1.49 -0.594
C 0.45499 -0.93323 -0.72066 0.48 -0.71 -1.25 -0.309
C -0.60535 -0.24993 0.02358 0.16 0.76 -0.66 -0.201
O 3.24476 2.72390 -1.16739 -0.29 -0.30 0.15 -0.513
I 4.48480 -0.18484 0.34999 0.79 -0.13 0.27 -0.302
I 2.00038 -1.90240 0.16289 -0.73 0.11 -0.58 0.489
H -0.54609 -1.39650 1.86192 -1.05 -0.23 -1.88 0.211
H -1.41726 -2.17710 0.46349 -0.39 -2.46 -1.17 0.209
H -2.12084 -0.87339 1.30833 -0.85 0.16 0.26 0.211
H -1.48825 -0.49207 -1.96215 -0.56 0.88 0.14 0.207
H -1.38318 1.28160 -1.30001 0.18 -0.50 -0.78 0.226
H -2.62027 0.22970 -0.68656 0.69 -0.29 -0.66 0.214
H 0.16754 1.75335 0.36601 -0.24 0.28 -0.09 0.218
H -0.77888 1.07471 1.68528 -1.52 0.63 1.26 0.209
H 0.81912 0.60085 1.43374 0.37 -0.45 0.13 0.219
H 0.09272 -1.14387 -1.74937 1.67 -0.42 0.62 0.201
```
Forces are in eV/Å.

***

This record from the OMol25 dataset describes a cluster of 2 separate species, C6H10IN in total in a non-equilibrium geometry. The level of theory is ωB97M-V/def2-TZVPD.

Results
Energy relative to the best compared isomer or geometry (same formula, charge and spin) ... 39.4 kcal/mol
Orbital gap ... 9.4 eV
Max |F| ... 0.0631 Eh/bohr
Highest occupied orbital energy ... -8.897 eV

```
18
Properties=species:S:1:pos:R:3:forces:R:3:nbo_charge:R:1
C -1.21209 -0.54985 1.03649 0.28 -1.26 1.18 -0.414
C -0.43843 0.43628 0.66242 -0.33 0.52 0.90 -0.084
I -1.22220 2.37838 0.43959 -0.46 0.01 0.02 0.097
C 1.01480 0.44284 0.42271 2.33 1.58 -0.65 -0.290
C 1.19380 0.38874 -1.09887 0.44 -1.10 0.04 -0.623
C 1.85104 -0.64874 1.07100 -0.90 0.46 -1.20 -0.607
H -2.21181 -0.48545 1.40061 -0.71 0.58 -0.35 0.214
H -0.86556 -1.58175 1.18599 0.45 0.51 -0.30 0.215
H 1.38635 1.47628 0.82118 -0.44 -1.75 -0.78 0.209
H 0.91627 1.32304 -1.39771 -1.58 2.40 -1.52 0.210
H 2.12852 0.31190 -1.62733 1.31 -0.30 0.92 0.216
H 0.62814 -0.40677 -1.57382 -0.65 0.07 0.22 0.218
H 1.43963 -0.69283 2.05355 0.57 -0.48 1.20 0.210
H 2.92860 -0.30433 0.97621 -1.30 -1.18 0.23 0.228
H 1.48636 -1.54150 0.50367 1.30 0.12 0.65 0.208
C -2.96943 -0.12658 -1.64335 -1.96 0.76 -0.34 0.077
N -2.19099 -0.92330 -1.39081 0.23 -0.33 -0.45 -0.330
H -3.86299 0.50364 -1.84152 1.43 -0.60 0.22 0.248
```
Forces are in eV/Å.

***

This record from the OMol25 dataset describes the ion C6H10N with charge +1 in a non-equilibrium geometry. The level of theory is ωB97M-V/def2-TZVPD.

Results
Energy relative to the best compared isomer or geometry (same formula, charge and spin) ... 73.9 kcal/mol
Orbital gap ... 6.8 eV
Net charge ... +1
Max |F| ... 0.0978 Eh/bohr
Highest occupied orbital energy ... -13.718 eV

```
17
Properties=species:S:1:pos:R:3:forces:R:3:nbo_charge:R:1
C -0.37625 -0.06169 -0.13993 -0.01 -3.03 0.11 -0.137
C -0.62232 -0.57457 -1.38350 -1.54 3.87 0.93 -0.037
C 0.62075 2.61682 0.82071 -0.87 -1.21 0.33 -0.022
C -1.09139 1.09814 0.41390 -2.19 -0.79 -2.89 -0.269
C 0.41816 -0.88945 0.72106 -1.50 3.06 1.24 0.266
C 1.11516 -2.00405 0.33646 3.43 -1.69 -3.26 -0.735
N -0.24613 2.11277 0.02660 2.68 3.87 0.36 -0.399
H -0.09641 -1.35497 -1.76023 1.19 -2.23 -1.26 0.198
H -1.34632 -0.01392 -2.01853 0.50 -0.85 0.42 0.244
H 1.25661 3.43626 0.52826 0.10 0.07 -0.35 0.205
H 0.78596 2.21048 1.85022 -0.31 0.44 -0.48 0.140
H -2.03187 1.25538 -0.27395 1.14 -0.49 2.07 0.233
H -1.25151 0.93192 1.44194 -0.66 0.22 1.48 0.203
H 0.42140 -0.72175 1.81038 -0.29 0.45 -0.40 0.235
H 1.39086 -1.88423 -0.77487 -0.36 -0.85 1.64 0.251
H 0.30465 -2.72119 0.43685 0.02 -1.14 0.08 0.321
H 2.05935 -2.30851 0.86583 -1.34 0.30 0.01 0.303
```
Forces are in eV/Å.

***

This record from the OMol25 dataset describes the ion C6H10N with charge +1 in a non-equilibrium geometry. The level of theory is ωB97M-V/def2-TZVPD.

Results
Energy relative to the best compared isomer or geometry (same formula, charge and spin) ... 0.0 kcal/mol
Orbital gap ... 9.5 eV
Net charge ... +1
Max |F| ... 0.0627 Eh/bohr
Highest occupied orbital energy ... -13.090 eV

```
17
Properties=species:S:1:pos:R:3:forces:R:3:nbo_charge:R:1
C -1.88818 1.17055 0.15746 0.13 -0.32 -0.04 -0.285
C -0.83948 0.35942 0.09397 -0.37 0.01 -0.14 -0.109
C -0.93903 -1.14639 -0.02092 -1.02 0.36 0.38 -0.251
N 0.39239 -1.59664 -0.52423 0.09 -0.38 -0.36 -0.492
C 1.40656 -0.67209 0.03074 -0.68 3.11 0.50 -0.264
C 0.56323 0.74279 0.13797 1.71 -2.27 -0.14 -0.048
C 1.13022 1.92955 0.25860 -0.06 -0.14 -0.06 -0.309
H -2.89801 0.80010 0.12544 -0.19 -0.08 -0.04 0.218
H -1.76403 2.23319 0.25564 0.04 0.24 0.05 0.221
H -1.12169 -1.59058 0.96172 0.21 -0.11 -0.14 0.242
H -1.73652 -1.45526 -0.69661 0.18 -0.16 0.01 0.250
H 0.59165 -2.56665 -0.26421 -0.10 0.11 -0.13 0.449
H 0.39957 -1.54101 -1.54865 0.03 -0.05 0.20 0.442
H 2.27129 -0.56110 -0.61517 -0.03 -0.25 -0.06 0.248
H 1.70190 -0.98535 1.02859 -0.06 -0.21 -0.04 0.240
H 2.19724 2.05636 0.29018 0.23 -0.01 -0.03 0.224
H 0.53289 2.82311 0.32949 -0.11 0.14 0.05 0.224
```
Forces are in eV/Å.